Entry from the OMol25 dataset: a 2-piece molecular cluster, C24H48N3O6S overall in a non-equilibrium geometry (ωB97M-V with the def2-TZVPD basis set).

Last columns: bonded neighbours and bond lengths (Å).
Element x y z (Å)
1 C -2.333 4.233 -3.608  C2 1.606, H31 1.136, H32 1.153, H33 1.149
2 C -1.530 2.847 -3.492  C1 1.606, C3 1.624, H34 1.136, H35 1.151
3 C -0.495 3.009 -2.252  C2 1.624, N4 1.485, H36 1.150, H37 1.152
4 N 0.443 1.860 -2.169  C3 1.485, C5 1.492, H38 1.041
5 C 1.373 1.966 -1.006  N4 1.492, C6 1.597, N18 1.501, H39 1.157
6 C 0.589 1.852 0.380  C5 1.597, N7 1.486, H40 1.146, H41 1.140
7 N 1.446 1.770 1.593  C6 1.486, O8 1.373, C15 1.487
8 O 1.829 3.001 2.065  N7 1.373, C9 1.447
9 C 0.864 3.567 2.984  O8 1.447, C10 1.602, H42 1.152, H43 1.152
10 C 0.721 2.804 4.385  C9 1.602, C11 1.600, C12 1.635, H44 1.155
11 C 1.938 1.832 4.749  C10 1.600, H45 1.152, H46 1.152, H47 1.144
12 C -0.717 2.049 4.569  C10 1.635, C13 1.596, C14 1.619, H48 1.153
13 C -1.247 1.353 3.234  C12 1.596, H49 1.152, H50 1.155, H51 1.143
14 C -0.665 0.919 5.726  C12 1.619, H52 1.150, H53 1.142, H54 1.147
15 C 2.640 0.903 1.416  N7 1.487, S16 1.887, C17 1.602, H55 1.152
16 S 2.278 -0.864 1.972  C15 1.887, H56 1.387
17 C 3.340 0.982 -0.022  C15 1.602, N18 1.494, H57 1.152, H58 1.154
18 N 2.406 0.891 -1.184  C5 1.501, C17 1.494, C19 1.504, H59 1.049
19 C 1.850 -0.487 -1.415  N18 1.504, C20 1.596, H60 1.152, H61 1.135
20 C 1.786 -0.926 -2.949  C19 1.596, C21 1.611, H62 1.152, H63 1.152
21 C 0.442 -1.748 -3.287  C20 1.611, C22 1.594, H64 1.137, H65 1.154
22 C 0.070 -2.834 -2.181  C21 1.594, C23 1.622, H66 1.155, H67 1.152
23 C -1.232 -3.713 -2.581  C22 1.622, C24 1.596, H68 1.137, H69 1.154
24 C -1.382 -5.038 -1.703  C23 1.596, C25 1.601, H70 1.152, H71 1.149
25 C -1.535 -4.779 -0.131  C24 1.601, C26 1.594, H72 1.155, H73 1.149
26 C -2.959 -4.227 0.327  C25 1.594, O27 1.455, H74 1.152, H75 1.152
27 O -3.025 -2.782 0.485  C26 1.455, C28 1.413
28 C -2.172 -2.315 1.510  O27 1.413, C29 1.590, O30 1.262
29 C -2.155 -2.827 3.016  C28 1.590, H76 1.151, H77 1.141, H78 1.141
30 O -1.378 -1.383 1.203  C28 1.262
31 H -1.931 4.946 -4.395  C1 1.136
32 H -2.300 4.716 -2.562  C1 1.153
33 H -3.430 3.976 -3.830  C1 1.149
34 H -1.021 2.508 -4.450  C2 1.136
35 H -2.300 2.059 -3.158  C2 1.151
36 H 0.087 3.997 -2.341  C3 1.150
37 H -1.170 3.122 -1.325  C3 1.152
38 H 0.985 1.826 -3.057  N4 1.041
39 H 1.905 2.988 -1.113  C5 1.157
40 H -0.140 0.974 0.279  C6 1.146
41 H -0.051 2.791 0.476  C6 1.140
42 H -0.146 3.731 2.455  C9 1.152
43 H 1.244 4.628 3.221  C9 1.152
44 H 0.712 3.625 5.196  C10 1.155
45 H 1.992 1.733 5.896  C11 1.152
46 H 1.712 0.766 4.375  C11 1.152
47 H 2.952 2.176 4.345  C11 1.144
48 H -1.436 2.868 4.947  C12 1.153
49 H -1.654 2.100 2.456  C13 1.152
50 H -2.169 0.728 3.539  C13 1.155
51 H -0.518 0.604 2.772  C13 1.143
52 H -1.738 0.575 5.955  C14 1.150
53 H -0.247 1.318 6.711  C14 1.142
54 H -0.111 -0.012 5.347  C14 1.147
55 H 3.422 1.283 2.172  C15 1.152
56 H 0.904 -1.014 2.081  S16 1.387
57 H 4.118 0.132 -0.052  C17 1.152
58 H 3.970 1.948 -0.029  C17 1.154
59 H 2.964 1.133 -2.038  N18 1.049
60 H 2.568 -1.221 -0.894  C19 1.152
61 H 0.853 -0.591 -0.882  C19 1.135
62 H 2.661 -1.636 -3.186  C20 1.152
63 H 1.918 -0.038 -3.670  C20 1.152
64 H -0.369 -0.982 -3.506  C21 1.137
65 H 0.652 -2.329 -4.262  C21 1.154
66 H -0.198 -2.381 -1.153  C22 1.155
67 H 0.991 -3.497 -1.984  C22 1.152
68 H -1.187 -3.942 -3.694  C23 1.137
69 H -2.129 -3.040 -2.311  C23 1.154
70 H -0.419 -5.657 -1.841  C24 1.152
71 H -2.283 -5.669 -2.033  C24 1.149
72 H -1.412 -5.810 0.375  C25 1.155
73 H -0.648 -4.157 0.252  C25 1.149
74 H -3.729 -4.504 -0.484  C26 1.152
75 H -3.333 -4.731 1.293  C26 1.152
76 H -1.072 -2.820 3.407  C29 1.151
77 H -2.478 -3.921 3.028  C29 1.141
78 H -2.746 -2.170 3.738  C29 1.141
79 C 1.104 -1.239 -6.949  O80 1.254, O81 1.280, O82 1.285
80 O 0.134 -0.681 -7.512  C79 1.254
81 O 1.379 -2.486 -7.041  C79 1.280
82 O 1.950 -0.636 -6.193  C79 1.285

The value obtained for the frontier orbital gap is 1.8138 eV. The value obtained for the HOMO energy is -0.370 eV. The value obtained for the total energy is -53247.2146 eV. For the largest force on an atom, the calculation gives 4.24 eV/Å. The total charge is -1. The multiplicity is 1. The LUMO energy is 1.4 eV.